Record 1
{"formula": "C4H7Cl", "method": "ωB97M-V/def2-TZVPD", "e_above_lowest_kcal_mol": 54.4, "mol_weight_g_mol": 90.55, "charge": 0, "e_homo_ev": -9.421, "total_energy_ev": -16781.0133, "smiles": "C=C(C)CCl", "elements": ["C", "C", "C", "C", "H", "H", "H", "H", "H", "H", "H", "Cl"], "xyz": [[0.44, 1.34, -0.26], [0.29, -0.13, -0.10], [1.07, -1.19, -0.50], [-1.02, -0.36, 0.63], [-0.80, 1.66, -0.53], [0.69, 1.68, 0.64], [1.33, 1.82, -0.90], [0.79, -2.37, -0.40], [2.22, -1.20, -0.57], [-1.09, -1.37, 0.96], [-1.48, 0.28, 1.52], [-2.43, -0.15, -0.47]]}

---

Record 2
{"formula": "C3H36N2O12", "method": "ωB97M-V/def2-TZVPD", "spin_multiplicity": 2, "mol_weight_g_mol": 292.32, "charge": 1, "s_squared": 0.7513, "e_homo_ev": [-4.993, -13.288], "total_energy_ev": -31236.2315, "elements": ["C", "C", "C", "N", "N", "H", "H", "H", "H", "H", "H", "H", "H", "H", "H", "H", "H", "H", "H", "O", "H", "H", "O", "H", "H", "O", "H", "H", "O", "H", "H", "O", "H", "H", "O", "H", "H", "O", "H", "H", "O", "H", "H", "O", "H", "H", "O", "H", "H", "O", "H", "H", "O"], "xyz": [[-1.80, 1.92, 2.03], [-1.76, 2.34, 0.45], [-0.47, 1.68, -0.12], [-0.41, 1.66, -1.63], [-1.49, 0.54, 2.39], [-2.84, 2.12, 2.33], [-1.07, 2.74, 2.45], [-1.72, 3.46, 0.49], [-2.75, 2.18, -0.11], [0.51, 1.95, 0.34], [-0.35, 0.56, 0.13], [0.41, 1.17, -1.94], [-1.26, 1.17, -2.07], [-0.43, 2.69, -2.05], [-1.70, 0.44, 3.47], [-0.58, 0.21, 2.22], [-2.09, -0.17, 1.94], [-2.21, -2.35, 1.82], [-3.58, -2.23, 2.26], [-2.79, -1.74, 2.46], [2.15, -0.25, -1.40], [2.66, 1.11, -2.03], [2.31, 0.67, -1.24], [0.00, 4.52, -2.76], [0.34, 5.02, -1.29], [-0.07, 4.30, -1.74], [1.12, -0.15, -4.33], [1.73, -0.95, -3.21], [1.37, -0.11, -3.39], [1.28, -2.42, -1.60], [2.87, -2.84, -1.98], [2.11, -2.31, -2.17], [-3.07, 0.99, -3.57], [-2.51, 2.30, -3.87], [-2.48, 1.59, -3.26], [-1.85, -1.87, -1.71], [-3.38, -1.53, -1.76], [-2.51, -1.12, -1.71], [1.32, 0.37, 4.93], [1.04, -0.36, 3.53], [0.55, 0.17, 4.23], [1.01, -4.17, 1.74], [0.98, -2.72, 2.14], [0.55, -3.35, 1.64], [-0.46, -3.96, -1.29], [-0.12, -3.40, -0.02], [-0.33, -3.12, -0.92], [2.76, -0.80, 2.19], [2.68, -1.62, 3.44], [2.14, -1.27, 2.73], [3.32, 0.05, 0.24], [4.90, 0.01, 0.96], [3.94, -0.27, 0.99]]}

---

Record 3
{"formula": "C4H11N3O", "method": "ωB97M-V/def2-TZVPD", "e_above_lowest_kcal_mol": 31.2, "mol_weight_g_mol": 117.15, "charge": 0, "e_homo_ev": -9.112, "total_energy_ev": -10843.8589, "smiles": "[H]/N=C(/N)N[C@H](C)CO", "elements": ["C", "C", "C", "N", "C", "N", "O", "N", "H", "H", "H", "H", "H", "H", "H", "H", "H", "H", "H"], "xyz": [[-0.49, -0.87, -0.40], [-1.21, 0.36, -1.00], [0.58, -1.41, -1.35], [0.11, -0.63, 0.94], [0.45, 0.62, 1.33], [-0.42, 1.17, 2.18], [-0.31, 1.34, -1.50], [1.48, 1.26, 0.91], [0.16, 1.72, -0.73], [0.90, -1.26, 1.04], [-1.24, -1.66, -0.26], [-0.03, 1.99, 2.64], [-0.82, 0.51, 2.84], [2.00, 0.67, 0.25], [-1.89, 0.83, -0.27], [-1.83, 0.03, -1.85], [0.15, -1.64, -2.33], [1.40, -0.69, -1.49], [1.02, -2.33, -0.96]]}

---

Record 4
{"formula": "C2H8S2", "method": "ωB97M-V/def2-TZVPD", "e_above_lowest_kcal_mol": 12.7, "mol_weight_g_mol": 96.22, "charge": 0, "e_homo_ev": -9.079, "total_energy_ev": -23873.5970, "smiles": "CSS.C", "elements": ["C", "H", "H", "H", "H", "C", "S", "S", "H", "H", "H", "H"], "xyz": [[-0.89, 2.35, -3.49], [-1.48, 3.17, -4.09], [0.16, 2.41, -3.77], [-1.12, 2.69, -2.46], [-1.29, 1.37, -3.67], [-0.11, -1.78, 2.22], [0.93, -0.80, 1.08], [-0.23, 0.37, -0.10], [0.65, -2.38, 2.65], [-0.75, -1.19, 2.93], [-0.79, -2.24, 1.47], [-0.49, -0.33, -1.17]]}

---

Record 5
{"formula": "C7H14Cl14F6O4P2V2", "method": "ωB97M-V/def2-TZVPD", "spin_multiplicity": 7, "e_above_lowest_kcal_mol": 0.0, "mol_weight_g_mol": 936.35, "charge": 0, "s_squared": 12.0139, "e_homo_ev": [-8.559, -10.088], "total_energy_ev": -277257.0802, "elements": ["V", "V", "P", "O", "O", "O", "O", "P", "F", "F", "F", "F", "F", "F", "C", "Cl", "Cl", "H", "H", "C", "Cl", "Cl", "H", "H", "C", "Cl", "Cl", "H", "H", "C", "Cl", "Cl", "H", "H", "C", "Cl", "Cl", "H", "H", "C", "Cl", "Cl", "H", "H", "C", "Cl", "Cl", "H", "H"], "xyz": [[-1.41, 1.19, 1.38], [1.92, -0.04, 2.42], [0.45, -0.05, 0.52], [-0.73, 0.21, -0.39], [0.73, 1.30, 1.25], [1.82, -0.72, 0.43], [-0.13, -0.44, 1.93], [-2.11, 2.76, 3.68], [-2.88, 4.13, 3.66], [-1.16, 3.23, 2.42], [-1.06, 3.24, 4.78], [-1.27, 1.35, 3.59], [-3.05, 2.12, 4.80], [-3.15, 2.11, 2.56], [2.90, 3.02, 0.49], [3.92, 1.97, 1.49], [3.87, 4.07, -0.53], [2.26, 2.42, -0.14], [2.26, 3.61, 1.13], [0.38, 1.68, -2.67], [2.11, 1.91, -2.97], [-0.64, 2.02, -4.06], [0.24, 0.63, -2.43], [0.08, 2.25, -1.79], [1.78, -3.95, 0.60], [1.30, -3.43, 2.24], [0.49, -4.76, -0.28], [1.95, -3.02, 0.06], [2.67, -4.55, 0.64], [-2.56, -2.60, 1.72], [-2.88, -3.18, 0.06], [-3.31, -1.03, 1.99], [-3.01, -3.30, 2.41], [-1.48, -2.59, 1.83], [-0.58, -2.08, -2.34], [1.10, -2.41, -2.80], [-1.50, -1.30, -3.67], [-1.05, -3.01, -2.10], [-0.64, -1.36, -1.53], [4.16, -1.33, -2.38], [4.27, -0.59, -3.98], [5.58, -0.96, -1.39], [3.28, -0.95, -1.87], [4.09, -2.40, -2.50], [-3.72, 0.93, -1.78], [-5.39, 0.44, -1.51], [-3.15, 2.00, -0.49], [-3.10, 0.03, -1.75], [-3.64, 1.43, -2.74]]}

---

Record 6
{"formula": "C5H10NS", "method": "ωB97M-V/def2-TZVPD", "e_above_lowest_kcal_mol": 35.5, "mol_weight_g_mol": 116.21, "charge": 1, "e_homo_ev": -12.854, "total_energy_ev": -17664.7821, "smiles": "C[C@@H]1SC=C[C@H]1[NH3+]", "elements": ["C", "C", "C", "C", "C", "N", "S", "H", "H", "H", "H", "H", "H", "H", "H", "H", "H"], "xyz": [[0.65, -0.18, 1.44], [1.06, -1.45, 1.33], [0.14, 0.43, 0.18], [-0.40, -0.64, -0.74], [-1.89, -0.98, -0.44], [1.38, 1.08, -0.47], [0.79, -2.06, -0.29], [0.64, 0.60, 2.19], [1.54, -2.24, 1.92], [-0.59, 1.13, 0.35], [-0.34, -0.42, -1.86], [-2.00, -2.07, -0.62], [-2.56, -0.39, -1.08], [-2.10, -0.79, 0.57], [1.22, 1.70, -1.25], [2.03, 0.22, -0.67], [1.75, 1.69, 0.27]]}

---

Record 7
{"formula": "C23H21FN2O2", "method": "ωB97M-V/def2-TZVPD", "e_above_lowest_kcal_mol": 0.0, "mol_weight_g_mol": 376.43, "charge": 0, "e_homo_ev": -7.755, "total_energy_ev": -33985.0888, "smiles": "O=C(c1cccc(-c2ccc(O)cc2)c1)N1CCN(c2ccc(F)cc2)CC1", "elements": ["O", "C", "N", "C", "H", "C", "N", "C", "C", "C", "C", "C", "C", "H", "H", "F", "H", "H", "C", "H", "C", "H", "H", "H", "H", "H", "H", "C", "C", "C", "C", "C", "C", "H", "H", "H", "C", "C", "C", "C", "C", "C", "H", "H", "O", "H", "H", "H", "H"], "xyz": [[0.27, 2.71, 1.84], [0.18, 1.90, 0.94], [-0.93, 1.15, 0.75], [-1.15, 0.24, -0.35], [-0.25, 0.15, -0.95], [-2.32, 0.77, -1.20], [-3.51, 0.97, -0.41], [-4.44, -0.05, -0.25], [-4.22, -1.35, -0.73], [-5.20, -2.33, -0.62], [-6.41, -2.01, -0.03], [-6.66, -0.74, 0.44], [-5.69, 0.23, 0.32], [-5.91, 1.23, 0.67], [-7.62, -0.52, 0.89], [-7.36, -2.97, 0.08], [-5.02, -3.32, -0.99], [-3.29, -1.62, -1.18], [-3.25, 1.89, 0.69], [-4.14, 2.02, 1.30], [-2.11, 1.37, 1.56], [-1.85, 2.09, 2.34], [-2.40, 0.42, 2.03], [-2.97, 2.86, 0.26], [-2.53, 0.12, -2.04], [-2.03, 1.75, -1.60], [-1.41, -0.75, 0.06], [1.30, 1.67, -0.03], [2.33, 0.81, 0.30], [3.41, 0.63, -0.56], [3.43, 1.33, -1.77], [2.40, 2.19, -2.10], [1.34, 2.37, -1.23], [0.54, 3.05, -1.49], [2.44, 2.74, -3.03], [4.27, 1.21, -2.44], [4.51, -0.28, -0.20], [5.08, -1.12, -1.15], [6.11, -1.98, -0.82], [6.60, -2.00, 0.48], [6.04, -1.16, 1.44], [5.00, -0.32, 1.10], [4.59, 0.34, 1.85], [6.43, -1.18, 2.45], [7.62, -2.82, 0.86], [7.92, -3.34, 0.11], [6.54, -2.63, -1.56], [4.70, -1.12, -2.17], [2.29, 0.27, 1.23]]}

---

Record 8
{"formula": "C3H10N2O2", "method": "ωB97M-V/def2-TZVPD", "e_above_lowest_kcal_mol": 93.0, "mol_weight_g_mol": 106.12, "charge": 0, "e_homo_ev": -7.661, "total_energy_ev": -10345.4541, "elements": ["C", "C", "C", "N", "N", "O", "O", "H", "H", "H", "H", "H", "H", "H", "H", "H", "H"], "xyz": [[-0.64, 1.70, 0.16], [-0.86, -0.86, 0.27], [0.40, -1.25, -0.49], [0.19, 2.19, -0.74], [1.55, -0.39, -0.10], [-1.90, 1.59, -0.07], [-0.62, -0.93, 1.69], [-1.73, 0.36, 0.03], [-0.43, -1.84, 1.96], [-0.20, 1.38, 1.10], [-1.65, -1.58, -0.01], [-0.17, 2.39, -1.66], [1.15, 1.87, -0.69], [2.41, -0.78, -0.47], [1.62, -0.41, 0.91], [0.65, -2.31, -0.32], [0.22, -1.13, -1.56]]}

---

Record 9
{"formula": "C15H26HgN6O7", "method": "ωB97M-V/def2-TZVPD", "mol_weight_g_mol": 603.00, "charge": 0, "e_homo_ev": [-7.515, -6.775], "total_energy_ev": -43413.3487, "elements": ["O", "H", "Hg", "N", "N", "N", "N", "O", "O", "O", "O", "C", "C", "C", "C", "C", "H", "H", "H", "C", "H", "H", "H", "C", "C", "H", "H", "H", "H", "H", "H", "H", "H", "C", "H", "H", "H", "O", "H", "H", "N", "C", "O", "C", "C", "C", "C", "N", "C", "H", "H", "H", "H", "H", "H"], "xyz": [[0.07, -1.97, -5.62], [0.24, -0.96, -5.68], [-0.82, 0.60, -1.40], [-0.16, 2.01, 0.41], [1.41, 1.93, -1.82], [-2.05, -0.46, 0.19], [-0.87, -1.71, -1.74], [-0.68, 2.08, 1.58], [-2.52, 0.18, 1.29], [-0.62, -2.16, -2.89], [2.29, 1.77, -2.69], [1.64, 2.93, -0.89], [0.87, 2.90, 0.30], [-2.18, -1.79, 0.20], [-1.64, -2.49, -0.93], [1.11, 3.80, 1.48], [1.41, 3.18, 2.36], [0.14, 4.26, 1.75], [1.88, 4.59, 1.31], [2.74, 3.89, -1.20], [2.84, 3.99, -2.30], [3.72, 3.55, -0.82], [2.52, 4.87, -0.77], [-2.68, -2.44, 1.43], [-1.76, -3.96, -1.17], [-3.54, -1.89, 1.83], [-1.89, -2.39, 2.20], [-2.94, -3.48, 1.25], [-0.76, -4.42, -1.22], [-2.38, -4.26, -2.03], [-2.25, -4.36, -0.28], [-1.86, 0.95, 1.42], [-0.45, -1.71, -4.80], [-1.98, 1.51, -2.80], [-1.13, 1.47, -3.56], [-2.62, 0.57, -3.01], [-2.60, 2.40, -2.72], [-4.99, 1.76, 1.11], [-4.11, 1.32, 1.13], [-4.89, 2.48, 0.49], [2.03, -2.17, 4.36], [1.14, -1.84, 3.37], [-0.06, -2.06, 3.47], [1.74, -1.27, 2.12], [3.11, -1.32, 1.77], [3.49, -0.87, 0.50], [2.49, -0.41, -0.38], [1.22, -0.30, -0.03], [0.85, -0.71, 1.19], [1.61, -2.45, 5.24], [2.98, -1.83, 4.38], [3.84, -1.72, 2.47], [4.52, -0.85, 0.15], [2.75, -0.11, -1.39], [-0.21, -0.64, 1.41]]}

---

Record 10
{"formula": "C3H3N3O2", "method": "ωB97M-V/def2-TZVPD", "e_above_lowest_kcal_mol": 144.2, "mol_weight_g_mol": 113.08, "charge": 0, "e_homo_ev": -10.421, "total_energy_ev": -11719.7034, "smiles": "O=C1NN=CC=NO1", "elements": ["C", "C", "C", "H", "H", "H", "N", "N", "N", "O", "O"], "xyz": [[-1.53, -0.31, -0.07], [1.19, 0.60, -0.48], [1.50, -0.67, 0.20], [-1.73, 1.36, 0.86], [1.85, 1.27, -1.40], [2.33, -1.04, 0.75], [-0.90, 0.63, 0.88], [0.07, 1.27, -0.28], [0.54, -1.48, 0.28], [-2.66, -0.33, -0.29], [-0.66, -1.31, -0.45]]}

---

Record 11
{"formula": "C2H12O3S", "method": "ωB97M-V/def2-TZVPD", "spin_multiplicity": 2, "e_above_lowest_kcal_mol": 30.5, "mol_weight_g_mol": 116.18, "charge": 1, "s_squared": 0.7532, "e_homo_ev": [-12.968, -12.968], "total_energy_ev": -19236.6056, "elements": ["C", "S", "C", "H", "H", "H", "H", "H", "H", "H", "H", "O", "H", "H", "O", "H", "H", "O"], "xyz": [[-0.26, -1.93, 3.07], [0.28, -2.07, 4.83], [0.03, -0.54, 5.73], [-0.25, -0.89, 2.77], [-1.31, -2.24, 3.04], [0.47, -2.36, 2.30], [0.30, 0.27, 5.03], [-1.17, -0.45, 5.82], [0.47, -0.58, 6.72], [2.39, 2.60, -5.84], [2.65, 2.60, -4.37], [2.77, 1.99, -5.14], [-2.79, 1.04, -1.94], [-1.87, 1.56, -2.95], [-1.98, 1.53, -1.98], [0.36, -0.73, -6.14], [0.21, 0.42, -5.17], [-0.31, -0.22, -5.79]]}

---

Record 12
{"formula": "C40H54O11S", "method": "ωB97M-V/def2-TZVPD", "mol_weight_g_mol": 742.93, "charge": 0, "e_homo_ev": -8.883, "total_energy_ev": -75710.9596, "elements": ["C", "S", "O", "C", "H", "H", "H", "H", "H", "H", "C", "C", "C", "C", "C", "C", "H", "H", "H", "H", "H", "H", "C", "C", "C", "C", "C", "C", "H", "H", "H", "H", "H", "H", "C", "C", "C", "C", "C", "C", "H", "H", "H", "H", "H", "H", "O", "C", "O", "C", "C", "C", "H", "H", "H", "H", "H", "H", "O", "C", "O", "C", "C", "C", "H", "H", "H", "H", "H", "H", "O", "C", "O", "C", "C", "C", "H", "H", "H", "H", "H", "H", "O", "C", "O", "C", "C", "C", "H", "H", "H", "H", "H", "H", "O", "C", "O", "C", "C", "C", "H", "H", "H", "H", "H", "H"], "xyz": [[-33.33, 18.19, 22.34], [-33.13, 20.00, 22.70], [-32.85, 20.61, 21.33], [-34.94, 20.29, 23.02], [-32.35, 17.78, 22.07], [-34.05, 18.07, 21.54], [-33.77, 17.84, 23.28], [-35.46, 19.68, 23.77], [-35.44, 20.20, 22.06], [-35.05, 21.35, 23.22], [-37.36, 19.50, 18.04], [-36.06, 19.79, 18.32], [-35.45, 20.83, 17.58], [-36.11, 21.44, 16.50], [-37.38, 20.99, 16.07], [-37.94, 20.03, 16.92], [-37.88, 18.71, 18.56], [-35.53, 19.39, 19.18], [-34.41, 21.07, 17.79], [-35.67, 22.32, 16.06], [-37.94, 21.27, 15.20], [-38.92, 19.77, 16.55], [-28.35, 19.98, 22.60], [-29.60, 19.62, 22.03], [-29.60, 18.69, 20.98], [-28.41, 18.09, 20.52], [-27.19, 18.56, 21.07], [-27.14, 19.59, 22.03], [-28.37, 20.62, 23.47], [-30.48, 20.07, 22.47], [-30.53, 18.39, 20.53], [-28.34, 17.34, 19.75], [-26.25, 18.16, 20.72], [-26.25, 19.91, 22.56], [-31.21, 16.82, 27.28], [-30.68, 17.45, 26.10], [-30.79, 16.90, 24.88], [-31.40, 15.60, 24.82], [-31.84, 14.91, 25.98], [-31.77, 15.51, 27.19], [-31.07, 17.37, 28.19], [-30.17, 18.40, 26.22], [-30.33, 17.35, 24.02], [-31.46, 15.20, 23.82], [-32.11, 13.87, 25.87], [-32.12, 14.96, 28.05], [-33.47, 25.40, 21.66], [-34.25, 24.67, 21.00], [-34.61, 25.02, 19.78], [-35.41, 23.94, 19.17], [-35.93, 23.24, 20.38], [-34.87, 23.33, 21.42], [-34.81, 23.24, 18.59], [-36.24, 24.42, 18.66], [-36.23, 22.22, 20.12], [-36.81, 23.80, 20.70], [-34.15, 22.52, 21.27], [-35.06, 23.38, 22.49], [-37.74, 20.10, 21.67], [-38.67, 20.21, 22.50], [-39.39, 21.30, 22.68], [-40.28, 21.29, 23.74], [-40.37, 19.73, 24.03], [-38.96, 19.30, 23.66], [-41.29, 21.60, 23.46], [-39.92, 22.01, 24.47], [-41.08, 19.30, 23.33], [-40.64, 19.51, 25.07], [-39.01, 18.23, 23.43], [-38.16, 19.47, 24.38], [-34.31, 15.38, 21.69], [-34.55, 14.35, 22.34], [-33.77, 13.79, 23.25], [-34.20, 12.45, 23.78], [-35.71, 12.60, 23.49], [-35.80, 13.46, 22.25], [-33.94, 12.52, 24.83], [-33.57, 11.70, 23.29], [-36.15, 13.08, 24.37], [-36.12, 11.62, 23.27], [-36.71, 14.04, 22.12], [-35.77, 12.88, 21.33], [-36.27, 19.61, 26.25], [-35.90, 18.42, 26.22], [-35.87, 17.77, 25.03], [-35.48, 16.39, 25.13], [-35.49, 16.10, 26.59], [-35.34, 17.43, 27.24], [-34.49, 16.29, 24.70], [-36.17, 15.71, 24.62], [-34.69, 15.39, 26.79], [-36.44, 15.61, 26.81], [-34.31, 17.71, 27.44], [-35.85, 17.58, 28.19], [-32.76, 17.45, 15.16], [-32.85, 17.46, 16.41], [-33.44, 16.49, 17.15], [-33.34, 16.66, 18.56], [-32.28, 17.71, 18.70], [-32.19, 18.40, 17.39], [-33.10, 15.78, 19.15], [-34.33, 17.02, 18.85], [-31.38, 17.10, 18.79], [-32.56, 18.36, 19.53], [-31.15, 18.49, 17.08], [-32.57, 19.42, 17.32]]}